Below is a structure of composition C22H41BN7PZn, with properties calculated with ωB97M-V/def2-TZVPD.

Results
- HOMO energy (spin up / spin down): -13.8 / -13.8 eV
- Total charge: +2
- Molecular weight: 510.79 g mol⁻¹
- Energy above the lowest of the compared OMol25 structures with the same formula, charge and spin: 0.0 kcal/mol

Cartesian coordinates (Å):
C 3.060 -0.571 -1.863
N 1.814 -0.506 -2.369
N 1.935 -0.537 -3.749
C 3.232 -0.671 -4.087
C 3.986 -0.688 -2.922
B 0.673 -0.445 -4.660
N -0.301 -1.541 -4.154
N -0.675 -1.610 -2.806
C -1.517 -2.656 -2.692
C -1.678 -3.270 -3.947
C -0.889 -2.539 -4.830
Zn -0.077 -0.396 -1.352
N -0.013 0.932 -4.397
N -0.423 1.220 -3.116
C -0.974 2.443 -3.149
C -0.946 2.943 -4.472
C -0.325 1.955 -5.236
H -1.363 2.937 -2.263
H -0.101 1.916 -6.290
H -1.331 3.880 -4.819
H 0.957 -0.567 -5.817
H -0.704 -2.671 -5.898
H 3.528 -0.761 -5.128
H -2.277 -4.133 -4.164
H 5.047 -0.808 -2.845
H -1.959 -2.928 -1.752
H 3.266 -0.511 -0.799
H -2.544 -2.210 0.292
C -2.434 -3.292 0.435
H -3.308 -3.765 -0.032
H -1.507 -3.656 -0.033
H -2.402 -3.560 1.498
C -2.114 0.885 3.747
C -1.855 0.946 2.246
C -2.718 -0.096 1.534
C -2.304 2.315 1.716
P -0.004 0.605 1.792
N -0.015 0.593 0.241
C 1.115 2.051 2.337
C 1.275 2.043 3.864
C 2.472 1.918 1.611
C 0.542 3.413 1.918
C 0.766 -1.086 2.370
C -0.020 -1.641 3.558
C 0.690 -2.093 1.207
C 2.253 -1.004 2.741
H -3.158 1.195 3.918
H -1.468 1.554 4.322
H -2.012 -0.125 4.157
H -3.775 0.184 1.654
H -2.494 -0.094 0.462
H -2.592 -1.105 1.933
H -2.040 3.137 2.387
H -1.902 2.491 0.712
H -3.398 2.304 1.643
H 1.476 1.057 4.287
H 2.116 2.698 4.134
H 0.382 2.436 4.365
H 2.305 1.557 0.590
H 2.936 2.911 1.546
H 3.174 1.265 2.135
H 0.232 3.399 0.872
H -0.285 3.750 2.554
H 1.337 4.164 2.027
H -1.051 -1.902 3.285
H 0.453 -2.577 3.898
H -0.027 -0.962 4.418
H 1.162 -1.695 0.300
H 1.214 -3.022 1.483
H -0.345 -2.341 0.954
H 2.864 -0.701 1.883
H 2.467 -0.347 3.587
H 2.590 -2.013 3.029